Entry from the OMol25 dataset: C16H48O8 as an isolated structure at a distorted geometry (the ωB97M-V functional and the def2-TZVPD basis).

Last column: Mulliken charge in e.
Element x y z (Å)
C: 2.554 -0.887 2.174  -0.213
C: 3.541 -0.743 3.292  -0.583
O: 2.974 -0.131 4.455  -0.486
H: 1.780 -1.571 2.521  0.160
H: 2.891 -1.387 1.266  0.248
H: 2.060 0.037 1.873  0.279
H: 4.438 -0.268 2.895  0.339
H: 3.924 -1.723 3.576  0.374
H: 3.630 -0.201 5.152  0.288
C: -2.042 -1.609 1.886  -0.676
C: -0.903 -1.313 2.914  -0.230
O: -0.811 0.091 3.050  -0.669
H: -2.783 -0.818 1.763  0.271
H: -2.545 -2.475 2.315  0.438
H: -1.660 -1.986 0.937  -0.068
H: -0.034 -1.675 2.364  -0.059
H: -0.937 -1.855 3.859  0.603
H: -0.026 0.220 3.587  0.253
C: -2.092 1.910 -0.458  -0.801
C: -2.442 2.967 0.559  0.726
O: -3.811 2.777 0.797  -0.569
H: -2.287 0.912 -0.067  0.113
H: -1.063 2.005 -0.805  0.151
H: -2.738 1.960 -1.335  0.475
H: -2.295 3.962 0.140  0.525
H: -1.844 2.914 1.470  -1.120
H: -4.156 3.542 1.264  0.301
C: 0.196 0.839 -3.095  -0.662
C: 0.324 0.366 -4.569  -0.611
O: 0.608 1.530 -5.339  -0.530
H: -0.173 0.100 -2.383  -0.155
H: -0.567 1.612 -3.006  0.558
H: 1.182 1.195 -2.797  0.253
H: -0.585 -0.120 -4.924  0.392
H: 1.151 -0.342 -4.621  0.481
H: 0.488 1.321 -6.268  0.330
C: -1.487 -2.604 -1.642  -0.595
C: -1.505 -1.922 -3.001  -0.727
O: -0.125 -2.056 -3.413  -0.582
H: -2.518 -2.675 -1.297  0.465
H: -0.877 -2.166 -0.851  0.248
H: -1.168 -3.626 -1.846  0.374
H: -1.779 -0.870 -2.924  0.174
H: -2.272 -2.402 -3.609  0.516
H: -0.065 -2.316 -4.335  0.490
C: -0.026 0.712 0.833  -1.365
C: 0.048 -0.231 -0.378  2.915
O: 1.413 -0.521 -0.703  -0.821
H: 0.495 0.246 1.670  -0.405
H: -1.027 1.013 1.144  0.007
H: 0.529 1.612 0.570  0.267
H: -0.424 0.194 -1.264  -0.316
H: -0.443 -1.175 -0.139  -2.003
H: 1.482 -1.372 -1.142  0.555
C: 2.631 -1.269 -2.837  -1.067
C: 1.892 -2.478 -2.235  -0.886
O: 0.734 -2.033 -1.558  -0.737
H: 2.918 -0.600 -2.026  0.251
H: 1.943 -0.775 -3.523  -0.188
H: 3.519 -1.592 -3.380  0.572
H: 2.563 -2.938 -1.510  0.378
H: 1.630 -3.280 -2.924  0.522
H: 0.047 -1.942 -2.223  0.482
C: -1.049 2.238 3.316  -0.433
C: 0.109 3.115 3.736  -0.565
O: 0.416 3.891 2.547  -0.559
H: -1.836 2.807 2.820  0.694
H: -1.524 1.681 4.124  0.401
H: -0.635 1.528 2.600  0.845
H: 0.958 2.566 4.144  0.335
H: -0.099 3.814 4.545  0.266
H: -0.419 4.276 2.271  0.368

Computed properties:
E_tot in eV: -33734.58682
HOMO-LUMO gap in eV: 8.1
LUMO in eV: 0.1



Entry from the OMol25 dataset: a 7-piece molecular cluster, C36H90ClN6O16 overall at a distorted geometry (the ωB97M-V functional and the def2-TZVPD basis).

Last column: Mulliken charge in e.
Element x y z (Å)
Cl: 2.156 2.307 -1.150  1.568
O: 1.707 3.319 -0.172  -0.662
O: 3.168 1.430 -0.624  -0.641
O: 1.025 1.513 -1.522  -0.623
O: 2.777 3.076 -2.209  -0.642
C: -3.197 -2.635 -7.098  -0.865
O: -4.140 -3.708 -7.035  -0.324
C: -4.616 -3.777 -5.747  -0.366
C: -5.366 -5.018 -5.688  -0.770
N: -6.557 -5.165 -6.528  -0.150
C: -7.748 -4.695 -5.907  -0.694
C: -9.001 -4.745 -6.813  -0.651
O: -8.722 -4.205 -8.097  -0.289
C: -9.892 -3.645 -8.637  -0.842
H: -2.802 -2.462 -8.099  0.298
H: -2.274 -2.749 -6.528  0.332
H: -3.595 -1.637 -6.917  0.328
H: -5.191 -2.879 -5.524  0.303
H: -3.782 -3.824 -5.047  0.392
H: -5.681 -5.052 -4.645  0.314
H: -4.672 -5.798 -6.002  0.367
H: -6.691 -6.137 -6.767  0.214
H: -7.560 -3.635 -5.740  0.310
H: -7.917 -5.109 -4.913  0.417
H: -9.879 -4.277 -6.366  0.443
H: -9.194 -5.793 -7.043  0.298
H: -10.265 -2.750 -8.139  0.338
H: -10.759 -4.304 -8.690  0.326
H: -9.685 -3.252 -9.632  0.270
C: -7.830 -2.322 1.763  -0.692
O: -6.743 -1.475 1.581  -0.319
C: -5.648 -2.096 0.859  -0.503
C: -4.525 -2.332 1.828  -0.564
N: -3.347 -2.967 1.240  -0.251
C: -2.406 -3.621 2.248  -0.870
C: -1.317 -4.478 1.765  -0.622
O: -1.594 -5.694 1.011  -0.373
C: -2.837 -6.413 1.286  -0.514
H: -7.994 -2.848 0.823  0.315
H: -8.722 -1.737 1.989  0.258
H: -7.704 -3.113 2.503  0.261
H: -5.286 -1.272 0.244  0.244
H: -5.836 -2.981 0.250  0.415
H: -4.918 -2.914 2.661  0.292
H: -4.178 -1.410 2.294  0.304
H: -2.836 -2.412 0.568  0.254
H: -2.828 -4.135 3.112  0.376
H: -2.150 -2.663 2.702  0.595
H: -0.610 -4.709 2.562  0.342
H: -0.569 -3.867 1.260  0.369
H: -3.693 -5.741 1.349  0.198
H: -2.634 -6.964 2.204  0.252
H: -3.007 -6.978 0.370  0.233
C: 14.020 -3.201 11.278  -0.824
O: 12.788 -3.365 10.727  -0.225
C: 12.219 -4.611 10.961  -0.661
C: 11.143 -4.697 9.843  -0.380
N: 9.819 -4.029 10.076  -0.442
C: 8.975 -4.002 8.851  -0.602
C: 9.429 -3.068 7.664  -0.612
O: 9.481 -1.622 8.034  -0.331
C: 8.448 -0.854 7.374  -0.738
H: 14.671 -3.983 10.887  0.347
H: 14.045 -3.175 12.367  0.303
H: 14.423 -2.214 11.049  0.238
H: 11.862 -4.898 11.950  0.337
H: 13.094 -5.254 10.867  0.378
H: 11.030 -5.780 9.797  0.341
H: 11.476 -4.418 8.843  0.237
H: 10.070 -3.090 10.350  0.288
H: 8.003 -3.601 9.138  0.349
H: 9.018 -4.972 8.357  0.354
H: 8.775 -3.172 6.798  0.464
H: 10.414 -3.344 7.285  0.324
H: 8.640 -0.762 6.305  0.300
H: 8.397 0.143 7.812  0.243
H: 7.448 -1.212 7.621  0.313
C: -0.889 7.197 8.691  -0.755
O: -1.882 6.161 8.467  -0.398
C: -2.132 5.661 7.191  -0.551
C: -2.551 6.624 5.994  -0.615
N: -3.688 7.386 6.597  -0.364
C: -4.130 8.727 6.136  -0.475
C: -4.934 9.357 7.248  -0.364
O: -4.687 10.751 7.259  -0.330
C: -5.254 11.403 8.380  -0.836
H: -0.011 7.148 8.047  0.314
H: -0.494 7.150 9.706  0.326
H: -1.191 8.232 8.845  0.259
H: -2.843 4.851 7.353  0.314
H: -1.199 5.205 6.862  0.428
H: -2.974 5.994 5.211  0.377
H: -1.705 7.226 5.660  0.334
H: -3.377 7.419 7.558  0.227
H: -4.644 8.589 5.185  0.300
H: -3.246 9.312 5.884  0.309
H: -4.616 9.005 8.230  0.282
H: -6.018 9.251 7.206  0.282
H: -4.747 11.164 9.315  0.352
H: -6.333 11.543 8.444  0.286
H: -4.847 12.413 8.340  0.298
C: 7.752 -8.919 -4.358  -0.686
O: 7.172 -7.607 -4.266  -0.365
C: 5.799 -7.391 -4.725  -0.482
C: 5.289 -5.865 -4.833  -0.735
N: 6.491 -5.141 -5.452  -0.192
C: 6.379 -3.687 -5.652  -0.705
C: 5.813 -3.480 -7.011  -0.390
O: 5.255 -2.198 -7.241  -0.354
C: 6.330 -1.268 -7.169  -0.787
H: 8.088 -9.233 -3.370  0.244
H: 8.707 -8.858 -4.881  0.252
H: 7.135 -9.629 -4.910  0.304
H: 5.158 -7.888 -3.997  0.385
H: 5.513 -7.890 -5.651  0.392
H: 5.109 -5.339 -3.896  0.348
H: 4.367 -5.654 -5.375  0.347
H: 7.262 -5.527 -4.925  0.213
H: 7.422 -3.372 -5.679  0.326
H: 5.879 -3.089 -4.890  0.357
H: 4.938 -4.120 -7.121  0.300
H: 6.606 -3.829 -7.673  0.313
H: 5.708 -0.450 -7.533  0.285
H: 7.148 -1.494 -7.853  0.338
H: 6.882 -0.975 -6.275  0.292
C: -6.166 7.171 -2.954  -0.721
O: -5.295 7.006 -3.985  -0.289
C: -4.015 6.376 -3.684  -0.593
C: -2.909 6.778 -4.772  -0.737
N: -3.224 6.045 -5.995  -0.217
C: -2.302 6.207 -7.083  -0.903
C: -2.104 7.615 -7.729  -0.526
O: -3.340 8.227 -8.147  -0.302
C: -3.221 9.604 -8.559  -0.767
H: -5.829 8.069 -2.435  0.270
H: -5.938 6.353 -2.271  0.315
H: -7.225 7.196 -3.213  0.211
H: -4.085 5.302 -3.510  0.398
H: -3.408 6.697 -2.837  0.359
H: -1.908 6.606 -4.378  0.444
H: -2.899 7.848 -4.978  0.325
H: -3.394 5.069 -5.800  0.246
H: -2.375 5.385 -7.795  0.490
H: -1.311 6.018 -6.669  0.416
H: -1.431 7.396 -8.557  0.377
H: -1.542 8.211 -7.010  0.331
H: -3.088 10.380 -7.805  0.293
H: -4.262 9.608 -8.880  0.275
H: -2.664 9.893 -9.450  0.306

Computed properties:
Charge: -1
E_tot in eV: -92992.33899
HOMO-LUMO gap in eV: 7.5
LUMO in eV: 1.9



Entry from the OMol25 dataset: a 2-piece molecular cluster, C4H14NO2 overall at a distorted geometry (the ωB97M-V functional and the def2-TZVPD basis).

Last column: Mulliken charge in e.
Element x y z (Å)
C: -0.796 -0.109 1.457  -1.527
C: -0.615 0.582 0.166  0.022
C: -0.924 -0.053 -1.313  0.512
C: -1.836 -1.141 -1.299  -1.534
O: 0.549 -0.333 -1.931  -0.644
N: 0.815 1.257 0.234  -0.083
H: -1.807 -0.410 1.613  0.439
H: -0.208 -1.038 1.382  0.408
H: -0.587 0.596 2.244  0.412
H: -1.277 1.505 0.157  0.264
H: -1.392 0.678 -1.964  0.279
H: -2.882 -0.847 -1.258  0.390
H: -1.971 -1.694 -2.265  0.423
H: -1.588 -1.900 -0.678  0.449
H: 0.214 -0.835 -2.753  0.357
H: 1.502 0.816 0.706  0.013
H: 1.054 1.049 -0.732  0.452
H: 0.771 2.281 0.551  0.392
H: 2.719 -0.071 1.499  0.281
H: 2.762 -0.727 2.825  0.315
O: 2.202 -0.151 2.302  -0.620

Computed properties:
Charge: +1
E_tot in eV: -9951.84156
HOMO-LUMO gap in eV: 11.8
LUMO in eV: -3.2